DFT (ωB97M-V with the def2-TZVPD basis set) results for C37H30Co2NO8P as an isolated structure in a non-equilibrium geometry.

Cartesian coordinates (Å):
1 C -5.675 -1.668 -5.698
2 C -4.514 -0.708 -5.594
3 O -3.385 -1.394 -5.031
4 C -2.220 -0.632 -5.194
5 N -1.172 -1.338 -4.728
6 C 0.044 -1.021 -5.212
7 C 0.844 -2.297 -5.497
8 O 0.575 0.080 -5.402
9 O -2.301 0.495 -5.676
10 H -6.601 -1.100 -5.800
11 H -5.564 -2.284 -6.596
12 H -5.756 -2.324 -4.827
13 H -4.257 -0.321 -6.593
14 H -4.771 0.146 -4.942
15 H 0.190 -3.176 -5.531
16 H 1.385 -2.214 -6.445
17 H 1.594 -2.443 -4.712
18 O -3.669 1.805 0.011
19 C -2.710 1.327 0.452
20 Co -1.228 0.654 1.059
21 C -1.727 -1.031 1.250
22 O -2.178 -2.099 1.182
23 C -0.626 0.889 -0.564
24 O -0.400 1.058 -1.688
25 C -0.542 1.915 2.096
26 C -1.395 1.025 2.808
27 C -2.404 1.034 3.743
28 C -3.263 -0.087 3.957
29 C -4.638 0.151 4.212
30 C -5.538 -0.902 4.238
31 C -5.088 -2.223 4.087
32 C -3.726 -2.473 3.894
33 C -2.818 -1.422 3.865
34 Co 0.429 0.498 2.700
35 C 0.472 -1.206 3.048
36 O 0.586 -2.330 3.334
37 C 1.281 1.289 3.986
38 O 1.893 1.815 4.822
39 P 1.990 0.547 1.232
40 C 2.124 -0.686 -0.099
41 C 3.213 -0.634 -0.980
42 C 3.276 -1.519 -2.059
43 C 2.284 -2.496 -2.218
44 C 1.244 -2.599 -1.292
45 C 1.175 -1.703 -0.223
46 C 2.046 2.198 0.444
47 C 2.037 2.367 -0.942
48 C 1.953 3.652 -1.483
49 C 1.910 4.770 -0.643
50 C 1.911 4.605 0.746
51 C 1.984 3.318 1.286
52 C 3.661 0.440 1.967
53 C 4.585 1.488 1.878
54 C 5.824 1.385 2.514
55 C 6.159 0.219 3.208
56 C 5.250 -0.845 3.269
57 C 3.998 -0.736 2.658
58 H -0.426 2.978 2.141
59 H -2.635 1.970 4.251
60 H -4.960 1.188 4.328
61 H -6.600 -0.693 4.360
62 H -5.799 -3.049 4.077
63 H -3.365 -3.491 3.744
64 H -1.744 -1.612 3.851
65 H 3.994 0.112 -0.824
66 H 4.098 -1.442 -2.773
67 H 2.331 -3.189 -3.059
68 H 0.482 -3.374 -1.409
69 H 0.371 -1.798 0.511
70 H 2.122 1.506 -1.598
71 H 1.912 3.769 -2.569
72 H 1.869 5.775 -1.072
73 H 1.841 5.468 1.414
74 H 1.962 3.192 2.372
75 H 4.344 2.387 1.314
76 H 6.520 2.223 2.458
77 H 7.131 0.141 3.699
78 H 5.517 -1.761 3.798
79 H 3.283 -1.560 2.715

Output
* molar mass: 765.49 g/mol
* highest occupied orbital energy: -0.6 eV
* maximum force: 4.53 eV/A
* total energy: -141266.8550 eV
* ΔE to the lowest compared entry with this formula, charge and spin: 0.000 eV
* total charge: -2

Atom-resolved charges from Löwdin, all expressed in e: -0.10, -0.28, -0.06, -0.59, 0.11, -0.59, -0.05, -0.02, 0.01, 0.06, 0.06, 0.07, 0.11, 0.12, 0.06, 0.06, 0.02, 0.15, -0.10, 0.09, -0.13, 0.13, -0.16, 0.14, -0.28, -0.42, -0.13, -0.26, -0.07, -0.13, -0.15, -0.12, -0.08, -0.06, -0.23, 0.07, -0.18, 0.08, 1.06, -0.33, -0.10, -0.07, -0.09, -0.05, -0.08, -0.34, -0.09, -0.07, -0.10, -0.09, -0.13, -0.32, -0.08, -0.10, -0.11, -0.09, -0.08, 0.08, 0.09, 0.10, 0.08, 0.07, 0.10, 0.08, 0.11, 0.10, 0.09, 0.11, 0.06, 0.10, 0.11, 0.09, 0.10, 0.10, 0.10, 0.09, 0.09, 0.10, 0.10